(1)
Computed, not measured: a structure of composition C41H19F15GeN5RuS3, with ωB97M-V/def2-TZVPD.

The geometry in XYZ format:
```
85
Properties=species:S:1:pos:R:3:mulliken_spin:R:1
Ru -1.425 2.022 0.461 1.013
N -4.736 1.995 -2.590 0.000
C -3.924 1.823 -1.527 0.012
S -3.157 3.241 -0.884 -0.030
N -3.837 0.624 -1.031 -0.007
N -2.955 0.445 -0.044 0.037
C -2.994 -0.636 0.669 0.019
C -3.925 -1.767 0.450 -0.004
C -4.516 -2.399 1.548 0.001
C -5.366 -3.477 1.370 0.000
C -5.630 -3.953 0.095 0.000
C -5.049 -3.334 -1.003 0.000
C -4.214 -2.244 -0.831 -0.001
C -2.029 -0.679 1.771 -0.025
C -1.542 -1.867 2.310 -0.005
C -0.614 -1.812 3.336 0.001
C -0.197 -0.574 3.803 -0.007
C -0.713 0.561 3.204 0.011
N -1.603 0.510 2.218 0.036
H -4.977 2.927 -2.873 0.001
H -5.325 1.226 -2.860 0.001
H -4.326 -2.026 2.546 0.000
H -5.825 -3.947 2.230 0.000
H -6.286 -4.803 -0.041 0.000
H -5.242 -3.709 -1.999 0.000
H -3.758 -1.773 -1.686 0.001
H -1.871 -2.813 1.906 0.001
H -0.226 -2.725 3.769 0.000
H 0.514 -0.486 4.613 0.000
H -0.410 1.553 3.515 0.001
C 0.268 2.684 -2.384 0.018
C 0.634 3.688 -1.336 0.002
C 1.668 4.606 -1.621 -0.006
C 1.934 5.625 -0.759 0.005
C 1.168 5.767 0.417 -0.001
C 1.339 6.847 1.303 0.001
C 0.546 6.945 2.414 -0.002
C -0.414 5.964 2.688 0.006
C -0.583 4.871 1.861 0.009
S -1.736 3.650 2.300 -0.069
C 0.197 4.770 0.683 -0.007
N -0.030 3.747 -0.192 -0.027
H 0.231 3.167 -3.362 0.000
H -0.693 2.226 -2.173 -0.007
H 1.017 1.894 -2.415 -0.006
H 2.228 4.490 -2.539 0.000
H 2.709 6.349 -0.978 0.000
H 2.098 7.589 1.088 0.000
H 0.660 7.782 3.091 0.000
H -1.037 6.045 3.570 0.002
F 4.949 -1.020 -0.158 0.000
C 4.474 -0.522 -1.303 -0.001
C 3.134 -0.658 -1.620 0.003
C 2.731 -0.172 -2.854 0.003
F 1.442 -0.303 -3.208 0.000
C 3.592 0.460 -3.729 -0.001
F 3.162 0.944 -4.894 0.000
C 4.924 0.597 -3.372 0.000
F 5.771 1.204 -4.193 0.000
C 5.370 0.092 -2.162 0.000
F 6.657 0.206 -1.836 0.000
Ge 1.662 -1.236 -0.404 0.003
S 0.489 0.493 0.065 0.006
C 0.898 -2.771 -1.413 0.005
C 1.752 -3.771 -1.841 0.002
F 3.046 -3.717 -1.489 0.000
C 1.314 -4.837 -2.602 0.000
F 2.154 -5.793 -2.997 0.000
C -0.024 -4.906 -2.959 0.000
F -0.461 -5.916 -3.699 0.000
C -0.904 -3.921 -2.543 0.000
F -2.189 -3.991 -2.891 0.000
C -0.430 -2.871 -1.775 -0.001
F -1.293 -1.927 -1.384 0.002
C 2.393 -1.951 1.302 0.005
C 2.156 -3.218 1.803 0.000
F 1.477 -4.116 1.077 0.000
C 2.580 -3.604 3.063 0.000
F 2.333 -4.833 3.519 0.000
C 3.250 -2.695 3.864 0.000
F 3.655 -3.052 5.076 0.000
C 3.482 -1.409 3.404 0.001
F 4.102 -0.528 4.188 0.000
C 3.048 -1.059 2.140 0.001
F 3.258 0.192 1.724 -0.001
```

⟨S²⟩	0.7699
multiplicity	2
highest occupied orbital energy (spin up / spin down)	-0.2754 / -0.2740	Ha
ΔE to the lowest compared entry with this formula, charge and spin	54.3	kcal per mole
charge	0
lowest unoccupied orbital energy (spin up / spin down)	-1.0229 / -0.8993	eV

(2)
Computed, not measured: the molecule C8H10N2O, with ωB97M-V/def2-TZVPD.

The geometry in XYZ format:
```
21
Properties=species:S:1:pos:R:3:nbo_charge:R:1
C 2.705 0.517 -0.295 -0.255
C 2.486 -0.838 -0.293 -0.179
C 1.650 1.366 0.021 -0.187
C 1.218 -1.373 -0.215 -0.273
C 0.395 0.856 0.139 -0.043
C 0.127 -0.503 -0.028 0.139
C -0.926 1.679 0.449 -0.451
C -1.983 0.562 0.247 0.263
N -1.137 -0.815 0.412 -0.264
N -1.825 -1.963 0.049 -0.640
O -2.692 0.606 -0.951 -0.709
H 3.697 0.726 -0.311 0.208
H 3.359 -1.437 -0.540 0.210
H 1.659 2.398 0.201 0.208
H 0.918 -2.344 -0.385 0.211
H -0.968 2.058 1.376 0.220
H -1.100 2.463 -0.282 0.219
H -2.677 0.589 0.953 0.167
H -1.575 -2.354 -0.901 0.326
H -2.723 -1.645 -0.179 0.356
H -2.116 0.740 -1.692 0.474
```

highest occupied orbital energy	-0.2734	Ha
SMILES	NN1c2ccccc2C[C@H]1O
ΔE to the lowest compared entry with this formula, charge and spin	67.0	kcal per mole
charge	0
lowest unoccupied orbital energy	0.7071	eV

(3)
Computed, not measured: a structure of composition C30H38F2IrNO2Si, with ωB97M-V/def2-TZVPD.

The geometry in XYZ format:
```
75
Properties=species:S:1:pos:R:3:mulliken_charge:R:1
Ir -0.520 -0.371 0.323 1.116
F -0.202 0.348 5.686 -0.344
C -0.684 -0.372 4.660 0.490
C -0.348 -0.017 3.368 -0.500
C -0.818 -0.783 2.310 -0.071
C -1.647 -1.885 2.558 -0.030
C -2.001 -2.160 3.874 0.526
F -2.866 -3.159 4.149 -0.346
C -1.524 -1.433 4.943 -0.911
C -2.070 -2.648 1.387 0.605
C -2.623 -3.926 1.376 -0.870
C -2.921 -4.523 0.165 -0.467
C -2.679 -3.843 -1.021 -0.906
C -2.136 -2.579 -0.944 -0.078
N -1.834 -2.016 0.226 -0.073
H 0.283 0.847 3.203 0.439
H -1.806 -1.687 5.954 0.501
H -2.813 -4.446 2.301 0.546
H -3.343 -5.520 0.146 0.425
H -2.903 -4.281 -1.983 0.448
H -1.928 -1.987 -1.825 0.482
C -2.306 1.319 -2.127 -1.298
Si -1.662 1.556 -0.366 0.284
C -3.233 1.854 0.717 2.188
C -4.142 2.931 0.110 -1.775
C -2.840 2.247 2.143 -1.622
C -4.019 0.538 0.780 -1.898
C -0.422 3.022 -0.408 2.424
C 0.506 2.829 -1.617 -1.959
C -1.138 4.369 -0.539 -2.047
C 0.437 3.031 0.866 -1.310
H -2.622 2.277 -2.547 0.355
H -3.160 0.638 -2.144 0.315
H -1.537 0.901 -2.784 0.300
H -3.661 3.907 0.081 0.320
H -5.052 3.028 0.715 0.502
H -4.448 2.670 -0.906 0.333
H -2.374 3.235 2.177 0.283
H -2.147 1.523 2.571 0.177
H -3.731 2.280 2.783 0.497
H -4.327 0.198 -0.213 0.259
H -4.925 0.678 1.381 0.573
H -3.424 -0.250 1.241 0.258
H -0.038 2.900 -2.561 0.289
H 1.015 1.863 -1.581 0.215
H 1.275 3.611 -1.618 0.504
H -1.807 4.398 -1.403 0.354
H -0.394 5.164 -0.667 0.513
H -1.716 4.603 0.356 0.355
H 0.990 2.099 0.974 -0.094
H -0.173 3.176 1.760 0.156
H 1.164 3.852 0.818 0.589
C 7.101 -1.674 -3.028 -1.551
C 5.758 -1.534 -2.365 0.433
C 4.699 -2.357 -2.711 -0.890
C 3.427 -2.195 -2.174 0.825
C 2.372 -3.177 -2.622 -1.339
C 3.202 -1.151 -1.248 0.779
C 4.289 -0.350 -0.831 0.630
C 4.201 0.741 0.209 -1.246
C 5.536 -0.559 -1.405 -0.904
C 1.832 -0.876 -0.738 0.364
O 0.831 -1.543 -1.128 -0.901
O 1.642 0.074 0.097 -0.612
H 7.170 -2.608 -3.585 0.355
H 7.912 -1.639 -2.299 0.369
H 7.255 -0.853 -3.730 0.299
H 4.860 -3.154 -3.429 0.276
H 2.795 -3.858 -3.361 0.393
H 1.511 -2.671 -3.050 0.217
H 2.002 -3.762 -1.780 0.283
H 3.694 0.403 1.109 0.229
H 3.633 1.595 -0.162 0.192
H 5.205 1.073 0.469 0.410
H 6.363 0.068 -1.087 0.373
```

highest occupied orbital energy	-0.2817	Ha
ΔE to the lowest compared entry with this formula, charge and spin	0.0	kcal per mole
charge	0
lowest unoccupied orbital energy	-0.6458	eV

(4)
Computed, not measured: a cluster of 2 separate species, C7H15INO in total, with ωB97M-V/def2-TZVPD.

The geometry in XYZ format:
```
25
Properties=species:S:1:pos:R:3:nbo_charge:R:1
C 2.740 1.250 1.192 -0.610
C 2.749 1.261 -1.365 -0.604
C -3.706 -2.320 0.120 -0.793
C 1.016 0.007 -0.437 -0.428
C -0.426 0.243 0.205 -0.346
C 1.908 1.307 -0.135 -0.223
C -3.611 -1.004 0.664 0.060
N -1.293 -0.908 0.175 0.221
O -0.894 -1.885 -0.420 -0.193
I -4.383 0.609 -0.457 0.367
H 2.948 2.226 1.524 0.225
H 2.184 0.613 1.932 0.200
H 3.768 0.720 0.993 0.221
H 3.204 0.159 -1.397 0.206
H 3.497 2.036 -1.326 0.222
H 2.256 1.428 -2.285 0.210
H -2.711 -2.613 -0.223 0.321
H -4.392 -2.458 -0.764 0.269
H -4.045 -2.999 0.804 0.278
H 0.918 0.087 -1.556 0.240
H 1.466 -0.970 0.075 0.247
H -0.276 0.535 1.283 0.264
H -0.959 1.105 -0.108 0.260
H 1.317 2.301 -0.066 0.203
H -3.275 -0.727 1.575 0.184
```

highest occupied orbital energy	-0.5046	Ha
ΔE to the lowest compared entry with this formula, charge and spin	124.5	kcal per mole
charge	+1
lowest unoccupied orbital energy	-5.8499	eV

(5)
Computed, not measured: a structure of composition BrO4PbV2, with ωB97M-V/def2-TZVPD.

The geometry in XYZ format:
```
8
Properties=species:S:1:pos:R:3:mulliken_charge:R:1
Pb -1.547 0.787 -2.236 1.331
O 1.543 -1.906 0.301 -0.394
V 1.762 -0.693 -0.988 1.221
O 2.780 0.275 -0.592 -0.289
O -1.161 1.676 1.281 -0.418
V -1.643 0.269 0.851 1.374
O -1.660 -0.727 1.902 -0.286
Br -0.075 0.319 -0.519 0.461
```

highest occupied orbital energy	-0.8680	Ha
ΔE to the lowest compared entry with this formula, charge and spin	199.7	kcal per mole
charge	+3
lowest unoccupied orbital energy	-17.6134	eV

(6)
Computed, not measured: the molecule C3H4S4, with ωB97M-V/def2-TZVPD.

The geometry in XYZ format:
```
11
Properties=species:S:1:pos:R:3:nbo_charge:R:1
C 0.295 -0.663 0.415 -0.281
C 0.114 0.629 0.661 -0.383
C -1.272 0.442 -1.641 -0.717
S -1.204 -1.238 -1.042 0.151
S -1.107 1.579 -0.237 0.290
S 1.480 -1.750 1.005 0.060
S 0.935 1.650 1.838 0.068
H -0.180 0.593 -1.987 0.231
H -2.021 0.735 -2.403 0.274
H 0.871 -2.886 1.500 0.156
H 2.089 0.908 1.890 0.152
```

highest occupied orbital energy	-0.3062	Ha
SMILES	SC1=C(S)SCS1
ΔE to the lowest compared entry with this formula, charge and spin	33.7	kcal per mole
charge	0
lowest unoccupied orbital energy	0.0248	eV

(7)
Computed, not measured: the molecule C5H10O3, with ωB97M-V/def2-TZVPD.

The geometry in XYZ format:
```
18
Properties=species:S:1:pos:R:3:nbo_charge:R:1
C -2.071 0.742 -0.346 0.676
C 1.517 -0.566 -0.419 -0.454
C 1.862 0.778 0.232 -0.601
C 0.066 -0.935 -0.239 0.325
C -0.355 -1.868 0.616 -0.516
O -0.796 -0.226 -1.028 -0.678
O -1.424 1.853 -0.691 -0.743
O -2.292 0.557 0.950 -0.654
H -1.560 0.951 1.453 0.499
H -0.707 1.311 -1.284 0.530
H -2.905 0.393 -0.954 0.160
H 2.143 -1.352 0.008 0.214
H 1.730 -0.521 -1.490 0.213
H 0.343 -2.382 1.258 0.202
H -1.405 -2.088 0.738 0.207
H 1.694 0.738 1.309 0.203
H 2.909 1.031 0.060 0.213
H 1.249 1.585 -0.173 0.203
```

highest occupied orbital energy	-0.3211	Ha
SMILES	C=C(CC)OC(O)O
ΔE to the lowest compared entry with this formula, charge and spin	54.4	kcal per mole
charge	0
lowest unoccupied orbital energy	0.8216	eV

(8)
Computed, not measured: a cluster of 3 separate species, C3H12N2O3 in total, with ωB97M-V/def2-TZVPD.

The geometry in XYZ format:
```
20
Properties=species:S:1:pos:R:3:nbo_charge:R:1
O 0.745 0.046 2.035 -0.693
C -0.324 -0.235 1.518 0.673
N -0.777 0.338 0.362 -0.637
C 0.044 1.052 -0.624 -0.142
N 1.049 0.356 -1.334 -0.883
C -1.284 -1.264 2.038 -0.760
H -1.760 0.184 0.186 0.378
H -0.617 1.683 -1.209 0.184
H 0.558 1.798 0.030 0.165
H 0.744 -0.186 -2.128 0.394
H 1.872 0.009 -0.859 0.392
H -1.648 -1.952 1.265 0.229
H -0.921 -1.943 2.811 0.223
H -2.197 -0.833 2.487 0.224
H -1.622 0.855 -3.046 0.361
H -1.975 -0.724 -3.376 0.372
O -1.438 -0.082 -2.875 -1.466
H 2.449 0.034 1.099 0.506
H 3.812 0.790 1.003 0.466
O 3.289 0.074 0.613 -0.983
```

⟨S²⟩	0.7504
multiplicity	2
highest occupied orbital energy (spin up / spin down)	0.0269 / -0.2078	Ha
ΔE to the lowest compared entry with this formula, charge and spin	1.1	kcal per mole
charge	-1
lowest unoccupied orbital energy (spin up / spin down)	3.4672 / 3.3369	eV